[1]
Here is a cluster of 2 separate species, C6H6O2 in total at a distorted geometry from the OMol25 dataset. Energies are from ωB97M-V with the def2-TZVPD basis set.

```
14
Properties=species:S:1:pos:R:3:forces:R:3
C -1.287058 -1.428299 0.864923 0.312 2.461 0.256
C -0.340878 -0.383315 0.377922 1.991 0.851 1.291
C 0.119245 0.799651 0.845807 -2.354 -0.825 3.240
C 1.042523 1.383779 -0.117642 0.359 2.744 0.834
C 1.161874 0.448434 -1.237497 -0.393 -1.423 -3.425
C 0.498724 -0.667549 -0.806402 -0.383 1.333 -0.972
H -2.086254 -3.224107 0.113379 -0.147 5.680 -2.044
H -0.826952 -2.142744 1.478059 1.431 -1.701 0.033
H -1.893529 -1.025295 1.635510 -1.312 1.050 0.538
H -0.107634 1.289227 1.874445 0.352 -0.783 -2.189
H 1.354323 0.689654 -2.407181 0.344 -0.664 3.351
H 0.322183 -1.638871 -1.199505 0.350 -0.409 -1.168
O -2.013785 -1.845511 -0.246054 -0.632 -7.197 1.332
O 1.522694 2.487503 0.113883 0.084 -1.118 -1.078
```
Positions in Å, forces in eV/Å.

Properties
energy relative to the best compared isomer or geometry (same formula, charge and spin)	106.88	kcal per mole
2S+1	1
strongest force on any atom	7.3	eV/Å
HOMO	-0.32840	Eh

[2]
Here is an isolated molecule of C6H6O2 at a distorted geometry from the OMol25 dataset. Energies are from ωB97M-V with the def2-TZVPD basis set.

```
14
Properties=species:S:1:pos:R:3:forces:R:3
C -2.049237 -0.703351 -2.036444 -1.347 1.105 -2.367
C -1.131124 -0.189433 -1.403084 -2.675 -2.561 -2.590
C -0.103503 0.489710 -0.813551 0.323 4.406 0.363
C 0.432036 0.409410 0.396925 -0.262 -2.685 0.911
C 0.968926 1.649643 0.967368 0.584 -4.907 5.087
O 1.011326 2.664058 0.453638 0.268 5.939 -3.437
C 0.549022 -0.974922 1.145505 2.215 0.998 1.309
O 0.628982 -1.989697 0.002731 -1.117 1.711 3.044
H -2.902194 -0.776557 -2.953369 2.896 -0.141 3.468
H -0.012943 1.555563 -1.258423 0.045 -1.708 0.537
H 1.298600 1.604326 2.085885 -0.293 -0.494 -1.134
H -0.188579 -1.154301 2.204586 1.715 0.185 -3.717
H 1.689626 -0.813585 1.705709 -3.071 -1.145 -1.777
H -0.190940 -1.770864 -0.497476 0.718 -0.703 0.304
```
Positions in Å, forces in eV/Å.

Properties
energy relative to the best compared isomer or geometry (same formula, charge and spin)	123.60	kcal per mole
2S+1	1
structure (SMILES)	C#C/C=C(/C=O)CO
strongest force on any atom	7.1	eV/Å
HOMO	-0.35077	Eh